Molecular formula: C37H79BClF3NO21P4S
Method: DFT, ωB97M-V/def2-TZVPD

Computed properties:
calculated total energy = -5640.65006 Ha
E_LUMO = 1.7 eV
charge = -1
2S+1 = 1
HOMO-LUMO gap = 7.634 eV

XYZ file:
```
148
Properties=species:S:1:pos:R:3:forces:R:3
C -8.713 1.656 -0.005 0.0483 0.2237 0.3380
C -7.213 1.984 0.419 -0.5572 -0.2106 -1.1438
C -6.292 0.784 -0.058 0.2707 0.9430 1.9455
Cl -5.372 1.403 -1.533 -0.4644 -0.8529 0.3934
C -5.209 0.366 1.032 0.5365 0.7295 -0.5743
O -5.690 0.397 2.379 -0.0870 -0.1568 -1.0300
B -5.198 -0.774 3.108 -2.6915 -0.1940 -2.0033
C -6.420 -1.280 4.059 0.2833 -0.0399 0.8089
C -7.808 -1.408 3.327 0.2192 -0.6834 0.9025
C -7.880 -2.542 2.245 -0.2001 0.9453 -0.3268
O -8.987 -2.308 1.322 0.0395 0.0898 0.3602
S -3.650 -0.243 4.156 3.4832 2.6430 -2.1671
O -2.422 -0.673 3.438 -1.2030 -0.7619 1.4159
O -3.537 1.225 4.341 -1.5772 -1.5582 1.1079
C -3.573 -0.990 5.866 1.2336 -0.1715 1.7618
F -4.628 -0.667 6.678 1.0254 -0.7020 -1.1135
F -2.449 -0.469 6.496 -1.3525 -0.7694 -0.8039
F -3.403 -2.356 5.822 -0.5914 1.7570 0.1607
O -4.690 -1.631 2.065 0.8337 -1.4697 -0.2327
C -4.702 -1.136 0.724 -0.5326 1.1142 1.4059
C -3.362 -1.255 -0.100 0.1228 0.9636 0.0158
C -3.502 -2.079 -1.428 -0.0404 -0.0604 0.1762
C -3.790 -3.622 -1.224 0.0308 0.2532 0.5403
C -2.605 -4.581 -1.636 -0.4047 -0.0086 -0.4624
C -2.838 -5.414 -2.955 0.4717 -0.5596 0.2618
C -4.150 -6.286 -2.971 0.0585 0.2177 -0.5228
C -4.151 -7.479 -1.946 -0.8483 -0.2899 -0.4207
C -3.318 -8.739 -2.404 0.2372 -0.0423 0.1208
C -2.536 -9.469 -1.216 0.0900 0.4726 -0.8066
C -3.217 -10.809 -0.726 0.1276 0.3276 -0.1002
C -2.290 -12.091 -0.795 0.0852 0.0289 0.2110
C -2.002 -12.759 0.611 -0.3371 1.7805 -0.0455
N -2.817 -13.946 0.901 0.1568 -1.9700 0.9454
C -2.464 -14.775 1.960 -0.9055 -2.0386 1.2517
C -3.379 -15.883 2.151 -0.0297 3.1387 -2.8586
C -4.367 -15.654 1.050 1.6689 1.1378 0.4530
C -3.966 -14.466 0.309 -0.6822 -1.9102 1.3442
H -8.759 0.844 -0.784 0.1180 0.7842 0.7764
H -9.216 2.557 -0.458 0.3775 -0.8736 0.6494
H -9.287 1.315 0.903 0.3576 0.3309 -0.9980
H -7.114 2.204 1.515 -0.0510 -0.5201 -1.0240
H -6.908 2.907 -0.150 -0.1259 -0.9425 0.7361
H -6.900 -0.121 -0.309 0.5516 0.8770 -0.1864
H -4.418 1.171 1.060 -0.2672 -1.0506 -0.7734
H -6.097 -2.215 4.601 -0.6592 0.5620 -0.4331
H -6.558 -0.496 4.867 0.1162 -0.8042 -0.7234
H -8.063 -0.384 2.930 0.2262 -1.1007 0.0343
H -8.570 -1.676 4.120 0.5380 0.4716 -0.8884
H -6.955 -2.584 1.616 -0.5372 -0.1436 0.8886
H -8.108 -3.527 2.733 0.4582 0.8562 -0.5019
H -9.107 -1.350 1.204 0.2749 -0.4728 0.1913
H -5.522 -1.697 0.187 0.6508 0.5187 0.2093
H -3.106 -0.196 -0.408 -0.1668 -1.0703 0.2950
H -2.499 -1.575 0.552 -1.0637 0.0051 -0.5318
H -4.351 -1.634 -2.011 0.7795 -0.2499 0.4230
H -2.563 -1.927 -2.033 -0.8875 -0.1896 0.4703
H -3.980 -3.783 -0.122 0.0061 0.1681 -1.1127
H -4.748 -3.865 -1.762 1.0132 -0.0006 0.5179
H -2.426 -5.325 -0.811 0.0255 0.8193 -0.7051
H -1.683 -3.953 -1.797 -0.7402 -0.7419 0.3942
H -1.978 -6.152 -3.015 -0.7702 0.7536 -0.0249
H -2.729 -4.781 -3.884 -0.4440 -0.4908 0.9982
H -5.077 -5.659 -2.821 1.0424 -0.5334 -0.0125
H -4.251 -6.686 -4.026 0.0408 0.1655 1.1080
H -5.227 -7.819 -1.866 1.0496 0.3989 0.1135
H -3.861 -7.145 -0.915 -0.0790 -0.1792 -0.9479
H -2.581 -8.454 -3.209 -0.6731 -0.1202 0.8518
H -4.016 -9.481 -2.887 0.6721 0.7189 0.4126
H -1.485 -9.631 -1.601 -1.0338 -0.1571 0.5805
H -2.445 -8.726 -0.382 -0.0391 -0.7450 -0.5832
H -3.593 -10.619 0.321 0.2535 -0.5157 -1.0597
H -4.095 -10.998 -1.397 0.5849 0.2198 0.7652
H -2.779 -12.836 -1.478 0.6903 0.5481 0.6041
H -1.303 -11.793 -1.249 -0.9965 -0.3980 0.3992
H -0.901 -12.931 0.773 -1.2306 -0.4108 -0.3251
H -2.282 -11.980 1.383 0.3507 -0.7821 -0.7117
H -1.587 -14.603 2.621 -0.6972 0.2743 -0.9314
H -3.363 -16.692 2.914 0.0795 0.9648 -0.8311
H -5.247 -16.312 0.891 0.7701 0.8538 -0.1978
H -4.462 -14.015 -0.574 0.5758 -0.3028 0.9097
C -0.896 2.260 3.779 -0.1727 -0.5087 0.2556
O -0.558 3.605 3.394 0.4665 1.1172 -0.5523
P -0.816 4.014 1.885 -0.5932 -0.5456 0.5297
O -2.149 3.709 1.361 0.6098 0.1163 -0.3142
O 0.381 3.312 1.083 -0.3899 0.1076 -0.2536
C 1.691 3.381 1.626 0.2752 -0.1181 0.0796
O -0.420 5.562 1.874 0.2851 -0.2649 0.5601
C -0.739 6.288 0.691 -0.1839 0.1574 -0.2700
H -0.160 1.916 4.507 0.0840 0.1798 -0.0665
H -1.884 2.247 4.235 0.2568 0.0130 -0.2450
H -0.883 1.582 2.923 -0.1208 0.0476 0.0582
H 1.905 2.452 2.158 0.0131 0.0542 0.0448
H 1.805 4.223 2.311 -0.0355 -0.0310 -0.0307
H 2.405 3.493 0.809 -0.1163 -0.0012 -0.0513
H -0.638 5.662 -0.198 -0.0469 0.0338 0.0243
H -0.053 7.131 0.607 0.0394 -0.0813 0.1353
H -1.761 6.664 0.758 0.0179 -0.0841 -0.0659
C 4.234 9.361 1.789 -0.0659 0.1230 -0.4715
O 4.519 9.005 3.140 0.2395 -0.2801 0.8059
P 5.599 7.862 3.373 0.0108 0.0017 -0.0956
O 6.865 8.039 2.651 -0.3937 -0.4580 0.0073
O 4.814 6.515 3.010 0.7077 0.2750 -0.1796
C 3.483 6.347 3.498 -0.4746 -0.0797 0.0672
O 5.727 7.806 4.957 -0.5554 0.5060 -0.3753
C 6.786 7.009 5.484 0.3957 -0.1848 0.1617
H 3.173 9.598 1.712 0.0501 -0.0267 0.1447
H 4.819 10.238 1.513 0.0228 -0.0858 0.0035
H 4.458 8.542 1.101 0.0133 0.0535 0.0344
H 2.780 6.613 2.707 -0.0155 0.0025 0.0626
H 3.288 6.963 4.377 0.0505 -0.0255 -0.0371
H 3.337 5.301 3.764 0.1315 0.0433 -0.0419
H 6.966 6.128 4.864 0.0137 0.0463 0.0193
H 6.507 6.682 6.484 -0.1417 0.1036 -0.0808
H 7.696 7.606 5.544 -0.0216 -0.0606 -0.0775
C 7.894 7.200 -1.132 0.0396 0.4816 0.1476
O 7.806 5.815 -1.465 -0.1079 -0.8257 -0.2063
P 6.424 5.302 -2.068 -0.2289 0.0692 -0.0047
O 5.897 6.090 -3.187 -0.0553 -0.1575 0.4617
O 5.459 5.230 -0.799 -0.1445 0.2708 -0.6149
C 5.960 4.666 0.412 0.1842 -0.1005 0.4614
O 6.729 3.776 -2.398 0.6291 0.4876 0.3875
C 5.738 3.077 -3.152 -0.3051 -0.2000 -0.3416
H 8.504 7.301 -0.235 -0.0480 -0.1323 -0.0371
H 8.366 7.742 -1.952 -0.0873 -0.0237 -0.0098
H 6.909 7.628 -0.932 0.0638 -0.0242 -0.0314
H 6.275 5.473 1.073 0.0177 -0.0276 0.0144
H 6.802 3.995 0.234 -0.0598 0.0125 -0.0640
H 5.161 4.106 0.895 -0.0500 0.0834 -0.1257
H 4.733 3.419 -2.899 0.0445 -0.0013 -0.0309
H 5.815 2.016 -2.923 0.1289 0.1030 0.1034
H 5.918 3.227 -4.217 -0.0592 0.0569 0.0558
C 9.840 5.896 -4.093 0.0288 0.0225 0.5028
O 9.606 5.810 -5.498 -0.0471 0.0428 -0.9280
P 10.598 6.610 -6.446 0.1479 -0.1367 0.2180
O 12.026 6.391 -6.195 -0.3516 0.4284 -0.1074
O 10.132 8.132 -6.296 0.5618 -0.2001 -0.0158
C 8.736 8.426 -6.318 -0.3700 0.1275 0.0501
O 10.093 6.199 -7.900 -0.4116 -0.2068 0.5998
C 10.918 6.593 -8.994 0.2938 0.0449 -0.3011
H 8.878 5.906 -3.584 0.0426 -0.0575 -0.2187
H 10.412 5.028 -3.766 0.0213 0.0774 -0.0312
H 10.382 6.809 -3.831 0.0359 -0.0723 -0.0466
H 8.379 8.531 -5.292 -0.0409 -0.0567 -0.0478
H 8.162 7.648 -6.822 0.0453 0.0164 0.0337
H 8.588 9.369 -6.843 0.1383 -0.0391 0.0190
H 11.396 7.556 -8.804 0.0111 -0.0546 -0.0067
H 10.294 6.681 -9.882 -0.1031 -0.0518 0.1451
H 11.681 5.834 -9.167 0.0210 0.0862 0.0500
```
Forces are in eV/Å.

Molecular formula: CH2Cl3NS
Method: DFT, ωB97M-V/def2-TZVPD

Computed properties:
energy relative to the best compared isomer or geometry (same formula, charge and spin) = 0.0 kcal/mol
calculated total energy = -1872.79196 Ha
E_LUMO = 0.4 eV
charge = 0
2S+1 = 1
HOMO-LUMO gap = 10.040 eV

XYZ file:
```
8
Properties=species:S:1:pos:R:3:forces:R:3
C -2.281 1.552 -1.104 -0.0884 -1.0106 0.9367
N 0.028 0.434 0.310 1.1149 3.8429 1.1872
S -1.598 0.714 0.488 -0.8033 0.0185 -0.8517
Cl -3.887 2.186 -0.672 0.2868 -0.2396 0.1152
Cl -1.227 2.844 -1.536 0.5705 0.6409 -0.4403
Cl -2.477 0.409 -2.473 0.2277 0.2335 0.3778
H 0.400 -0.028 -0.447 0.0616 -2.3213 -2.1576
H 0.620 1.324 0.237 -1.3698 -1.1643 0.8327
```
Forces are in eV/Å.

Molecular formula: C4H14F4O6Zr
Method: DFT, ωB97M-V/def2-TZVPD

Computed properties:
energy relative to the best compared isomer or geometry (same formula, charge and spin) = 0.0 kcal/mol
calculated total energy = -1058.17263 Ha
E_LUMO = -10.8 eV
charge = +2
2S+1 = 1
HOMO-LUMO gap = 6.335 eV

XYZ file:
```
29
Properties=species:S:1:pos:R:3:forces:R:3
Zr -1.323 -0.257 -1.631 3.7642 1.7476 8.3696
C 0.781 -2.068 0.572 0.3423 1.0240 1.3513
O 1.672 -0.996 0.728 -0.8433 -1.5459 -0.6142
O -0.291 -1.620 -0.223 -2.8528 2.1476 -4.7954
C 1.570 -3.364 0.226 1.1447 -0.5831 0.2347
F 0.837 -4.396 -0.173 -0.6079 0.4950 -0.2361
F 2.569 -3.204 -0.648 -0.5197 0.4370 -0.0611
F 2.127 -3.725 1.402 -0.1768 0.3789 -0.3383
C 1.452 -0.164 1.883 0.8078 1.4081 -0.3437
C 2.164 1.156 1.414 -0.6173 -1.1433 1.3229
H 3.103 0.837 0.967 0.1167 0.2345 0.0185
H 1.550 1.702 0.699 -0.0364 -0.0255 0.0030
H 2.365 1.783 2.281 0.0631 0.1619 -0.1517
H 1.884 -0.632 2.769 0.4944 0.0686 -0.2055
H 0.401 -0.037 2.154 -0.1797 0.0825 -0.6126
H 0.332 -2.335 1.532 -0.0742 0.0361 0.0791
F -0.959 1.412 -0.468 -0.8416 -3.1153 -2.3466
O -1.891 4.031 -1.008 -0.4916 -0.7851 -0.2817
H -1.473 3.375 -0.438 0.2834 0.3261 0.1726
H -1.299 4.119 -1.764 0.0396 0.2764 0.0773
O 0.986 0.383 -1.936 -0.8050 -0.4166 -0.6934
H 1.487 0.774 -2.670 -0.1860 0.0059 -0.0645
H 1.655 0.148 -1.260 -0.3918 -0.2967 0.4282
O -3.296 1.328 -1.778 0.7909 -0.2955 -0.2985
H -4.145 1.429 -2.239 0.0876 -0.2162 -0.1163
H -3.075 2.230 -1.445 0.3055 0.1292 -0.1058
O -2.791 -0.528 0.087 -0.0629 -0.9372 -0.5323
H -3.437 0.041 0.538 0.1307 0.3584 -0.3806
H -2.955 -1.425 0.430 0.3162 0.0431 0.1209
```
Forces are in eV/Å.

Molecular formula: C6H14N3O2
Method: DFT, ωB97M-V/def2-TZVPD

Computed properties:
calculated total energy = -551.39852 Ha
E_LUMO (spin up / spin down) = -2.4 / -5.9 eV
charge = +1
2S+1 = 3
expectation value of S² = 2.01
HOMO-LUMO gap (spin up / spin down) = 7.205 / 7.878 eV

XYZ file:
```
25
Properties=species:S:1:pos:R:3:forces:R:3
C 0.749 -1.982 0.773 0.8898 -1.2650 2.0422
C 0.910 0.882 -1.987 -0.2280 0.4178 0.7308
C -0.019 0.959 -3.250 -0.2659 -1.4781 1.8281
C 0.508 1.329 -0.584 0.1066 -0.4590 -4.0781
C -0.963 -0.244 -3.272 -0.2958 -0.4857 -0.4678
C 0.319 0.499 0.488 0.9297 -5.2181 1.6084
N -1.552 -0.030 3.659 -3.7225 1.3695 0.6032
N 0.328 -0.876 0.159 -1.6075 3.1427 -0.6465
N 0.428 0.871 1.770 -2.3013 -0.5671 -0.0223
O 1.412 -1.719 1.937 -0.1386 -0.2272 0.0376
O -1.079 -0.951 -2.278 -0.3490 0.6380 -1.7659
H 0.367 -2.976 0.536 0.0106 0.5086 0.0460
H 1.252 -0.144 -1.851 0.1780 0.0710 -0.5088
H 1.757 1.517 -2.261 0.1022 -0.0832 0.2079
H -0.660 1.820 -3.293 -0.0825 0.7359 -0.0788
H 0.676 0.952 -4.060 0.0235 0.0092 -1.0191
H 0.644 2.308 -0.388 0.1023 3.2812 0.6990
H -1.560 -0.434 -4.294 1.0144 0.1922 2.1698
H -2.325 -0.754 3.735 1.2904 1.1712 -0.3158
H -1.828 0.712 4.380 0.2794 -1.1103 -1.5472
H -0.198 -1.033 -0.695 0.1788 -0.0700 -0.4312
H 1.648 -2.510 2.437 -0.0525 -0.0564 -0.3500
H -0.319 0.363 2.376 1.2243 0.5415 -0.2767
H 0.289 1.860 1.878 0.3574 0.5407 0.1618
H -0.783 -0.418 4.083 2.3562 -1.5992 1.3734
```
Forces are in eV/Å.